1.
{"formula": "C7H13NOPSc", "method": "ωB97M-V/def2-TZVPD", "charge": 0, "e_homo_ev": [-4.00, -5.47], "homo_lumo_gap_ev": [4.024, 5.416], "lumo_energy_ev": [0.0, 0.0], "max_force_ev_per_a": 4.40, "species": ["C", "C", "C", "C", "C", "Sc", "P", "H", "H", "H", "H", "H", "H", "H", "H", "C", "C", "N", "O", "H", "H", "H", "H", "H"], "positions_angstrom": [[-1.11202, 0.31420, -2.37356], [-1.51205, 1.64509, -2.84325], [-0.48093, 2.56698, -2.56598], [0.54287, 1.89394, -1.84525], [0.18639, 0.51712, -1.66727], [-1.50734, -0.62760, -0.13453], [-0.29662, -2.81850, -0.50525], [-1.29896, -0.62127, -2.93982], [-2.47104, 1.85885, -3.29922], [-0.51924, 3.62256, -2.80964], [0.90623, -0.29858, -1.50462], [1.44101, 2.34936, -1.42796], [0.98844, -3.14028, -1.02928], [-0.96871, -3.87435, -1.16731], [-0.12624, -3.56631, 0.69112], [0.05523, 0.36667, 3.64804], [0.48188, 0.02213, 2.25604], [1.74730, -0.39245, 2.12827], [-0.31894, 0.05485, 1.25848], [0.88311, 0.22069, 4.34141], [-0.77641, -0.27454, 3.92289], [-0.28075, 1.40789, 3.68056], [2.09121, -0.72371, 1.23531], [2.34559, -0.50274, 2.95082]], "forces_ev_per_a": [[1.1412, 1.0526, 0.1781], [1.0074, -1.1022, 0.5036], [-0.6906, -0.9960, 0.5302], [-0.5643, -1.1206, 0.4471], [-0.3249, 0.8874, -2.2398], [-1.0628, 0.8315, -1.2661], [-0.1073, -1.2310, 0.1094], [-0.2376, 0.5140, 0.5053], [0.1958, 0.0332, -0.1560], [0.0568, -0.1048, 0.1569], [-0.2897, 0.4648, 0.1513], [-0.2100, -0.0583, -0.2137], [0.2020, -0.0056, -0.1083], [0.0815, 0.0644, -0.0738], [0.0515, 0.2662, -0.1666], [0.0195, 0.3395, -0.2270], [-0.9832, -0.4198, -1.2675], [0.1366, -0.0860, 0.0378], [2.4760, 0.4701, 3.6056], [-0.1510, 0.0907, 0.0686], [-0.1434, -0.0340, 0.0213], [0.0161, -0.1848, 0.0118], [-0.1305, 0.1571, 0.0872], [-0.4889, 0.1713, -0.6954]]}

=====

2.
{"formula": "C4H7NO2", "method": "ωB97M-V/def2-TZVPD", "charge": 0, "e_homo_ev": -9.95, "homo_lumo_gap_ev": 10.590, "lumo_energy_ev": 0.6, "max_force_ev_per_a": 0.73, "smiles": "C[C@@H](C=O)C(N)=O", "species": ["C", "C", "C", "O", "C", "N", "O", "H", "H", "H", "H", "H", "H", "H"], "positions_angstrom": [[0.29237, 1.77300, 0.32906], [0.33694, 0.27968, -0.01618], [0.37811, -0.55013, 1.25936], [-0.09087, -0.17357, 2.30183], [-0.84867, -0.46054, -0.69181], [-0.42314, -1.54353, -1.42224], [-2.01980, -0.22486, -0.47738], [-0.71450, 2.16671, 0.47510], [0.82771, 1.91037, 1.27593], [0.80869, 2.37795, -0.42316], [1.22532, 0.07730, -0.62705], [0.78522, -1.57529, 1.13443], [0.54875, -1.81460, -1.43656], [-1.10612, -2.24251, -1.68133]], "forces_ev_per_a": [[-0.1110, 0.0325, -0.0413], [0.0286, 0.0415, 0.0729], [-0.1345, 0.0246, 0.4555], [0.4549, -0.2309, -0.3873], [-0.2163, 0.0767, 0.0509], [-0.1036, 0.0358, 0.0204], [0.6609, 0.1466, -0.2802], [0.0177, -0.2204, -0.0859], [-0.1499, 0.0243, -0.1947], [-0.2276, -0.1906, -0.0160], [-0.0455, -0.1263, 0.2378], [-0.0056, 0.0395, 0.1807], [-0.2366, 0.1300, -0.0517], [0.0684, 0.2165, 0.0390]]}